--- 1 ---
C7H6O2 | ωB97M-V with the def2-TZVPD basis set

```
! wB97M-V def2-TZVPD RIJCOSX def2/J DEFGRID3
* xyz 0 1
C 1.219 -0.126 0.183
C 0.539 -0.337 1.508
C -0.801 -1.381 1.277
C 0.252 0.480 -0.804
C -1.592 -0.432 0.571
C -1.136 0.164 -0.581
C 0.679 1.269 -1.802
O 0.891 0.027 2.586
O -0.910 -2.441 1.794
H 2.115 0.490 0.296
H 1.541 -1.116 -0.172
H -2.652 -0.429 0.813
H -1.852 0.501 -1.320
H -0.012 1.817 -2.425
H 1.720 1.514 -1.923
*
```

molar mass: 122.1 u
E_LUMO: -0.7057 eV
E_HOMO: -8.36 eV
structure (SMILES): C=C1C=CC(=O)C(=O)C1
frontier orbital gap: 7.6511 eV

***

--- 2 ---
C7H6O2 | ωB97M-V with the def2-TZVPD basis set

```
! wB97M-V def2-TZVPD RIJCOSX def2/J DEFGRID3
* xyz 0 1
C 2.228 -0.086 0.142
C 0.293 -1.295 -0.254
C -0.653 -0.150 0.419
C -0.009 1.145 0.119
C 1.280 1.140 0.066
C -1.988 -0.300 0.145
C -3.177 -0.122 -0.192
H 0.237 -1.066 -1.401
H -0.173 -2.271 -0.190
H -0.465 -0.180 1.528
H -0.525 2.232 0.159
H 2.126 1.945 -0.193
H -4.286 0.287 -0.504
O 3.427 0.044 -0.263
O 1.686 -1.324 0.420
*
```

molar mass: 122.1 u
E_LUMO: 0.2218 eV
E_HOMO: -10.09 eV
structure (SMILES): C#C[C@@H]1C=CC(=O)OC1
frontier orbital gap: 10.3158 eV

***

Q: Which of them is the least stable? A: 2.